(1)
Here is a structure of composition C21H16BrF5IN2O5RhTe in a non-equilibrium geometry from the OMol25 dataset. Energies are from wB97M-V/def2-TZVPD.

The geometry in XYZ format:
```
53
C21H16BrF5IN2O5RhTe wB97M-V/def2-TZVPD
Rh 0.0495 1.4475 -1.1790
C 4.3382 2.8402 -1.5821
C 3.9617 1.9364 -0.4519
N 4.9021 1.2781 0.1801
C 4.5826 0.4542 1.1988
C 3.3088 0.2911 1.6649
C 3.0302 -0.5903 2.8459
O 1.9940 -1.5138 2.5085
C 2.2676 0.9758 0.9947
C 0.9309 0.9385 1.5114
N -0.0931 1.3346 0.8370
C -1.3827 1.4820 1.4057
C -1.8130 0.7799 2.5268
C -3.0922 0.9690 3.0246
C -3.9619 1.8640 2.4199
C -3.5496 2.5730 1.3008
C -2.2741 2.3713 0.8094
I -1.6153 3.4047 -0.8913
C 2.5800 1.7919 -0.1081
O 1.7018 2.4850 -0.7897
H 5.4077 3.0321 -1.5444
H 3.7829 3.7762 -1.5353
H 4.0882 2.3664 -2.5329
H 5.4102 -0.0799 1.6520
H 2.7221 0.0152 3.7094
H 3.9504 -1.1102 3.1216
H 1.9503 -2.1936 3.1876
H 0.7980 0.6450 2.5478
H -1.1668 0.0486 2.9949
H -3.4137 0.3944 3.8824
H -4.9630 2.0010 2.8044
H -4.2214 3.2641 0.8103
F 1.5431 0.4945 -5.3923
Te 0.7990 -0.0698 -3.7725
F 2.4438 0.6877 -3.2246
F 1.6858 -1.6776 -3.7694
F -0.4299 -0.7001 -5.0447
F 1.1026 -0.1992 -1.4946
O -0.1355 1.4037 -3.2192
Br -4.3292 -2.8251 2.2579
C -3.5148 -3.0425 0.5576
C -3.6365 -4.2507 -0.1094
C -3.0260 -4.4026 -1.3468
C -2.2965 -3.3643 -1.9040
C -2.1918 -2.1593 -1.2215
C -2.8069 -1.9891 0.0137
C -1.3863 -1.0315 -1.7796
O -0.6698 -1.3082 -2.7858
O -1.5129 0.0854 -1.2193
H -4.1993 -5.0610 0.3328
H -3.1188 -5.3425 -1.8741
H -1.8041 -3.4762 -2.8596
H -2.7261 -1.0439 0.5314
```

Energy above the lowest of the compared OMol25 structures with the same formula, charge and spin   41.8 kcal per mole
Orbital gap   0.26273 Ha
HOMO   -8.3 eV
E_tot   -5045.18270 hartree



(2)
Here is the molecule C3H5N3 in a non-equilibrium geometry from the OMol25 dataset. Energies are from wB97M-V/def2-TZVPD.

The geometry in XYZ format:
```
11
C3H5N3 wB97M-V/def2-TZVPD
H -1.6652 -1.4569 1.0743
N -1.3193 -0.8377 0.3466
C -0.1886 -0.3431 0.6758
C 0.4978 -0.7419 1.9057
N 0.9870 -1.1817 2.8572
N 0.4748 0.5651 -0.0959
C 0.0364 0.7701 -1.4629
H 1.4375 0.7592 0.1311
H 0.3464 -0.0572 -2.1151
H 0.4466 1.7079 -1.8426
H -1.0534 0.8162 -1.4743
```

Energy above the lowest of the compared OMol25 structures with the same formula, charge and spin   18.4 kcal per mole
Orbital gap   0.38728 Ha
HOMO   -9.8 eV
E_tot   -281.56065 hartree



(3)
Here is a cluster of 2 separate species, C3H7ClOS2 in total in a non-equilibrium geometry from the OMol25 dataset. Energies are from wB97M-V/def2-TZVPD.

The geometry in XYZ format:
```
14
C3H7ClOS2 wB97M-V/def2-TZVPD
C 1.3295 -0.9007 0.8859
C 1.0944 0.7324 -1.1609
C 0.4986 -0.3903 -0.3687
O -0.5358 -0.8929 -0.6877
S -3.0390 -1.3995 0.1975
S -3.1128 0.2996 1.0770
Cl -2.9206 1.9516 -0.4430
H 1.6242 -0.1381 1.6067
H 0.8816 -1.7307 1.4074
H 2.2661 -1.0869 0.3241
H 1.9039 0.3909 -1.8150
H 1.4156 1.5891 -0.5529
H 0.2818 1.0333 -1.6918
H -1.6876 0.5423 1.2213
```

Energy above the lowest of the compared OMol25 structures with the same formula, charge and spin   51.4 kcal per mole
Orbital gap   0.27673 Ha
HOMO   -8.8 eV
E_tot   -1450.24051 hartree



(4)
Here is a cluster of 3 separate species, C3H16N2O2 in total in a non-equilibrium geometry from the OMol25 dataset. Energies are from wB97M-V/def2-TZVPD.

The geometry in XYZ format:
```
23
C3H16N2O2 wB97M-V/def2-TZVPD
C -0.1268 -0.5714 -0.7749
C -0.8910 -0.4229 0.5482
C -0.8476 1.0440 1.0627
N 0.4229 1.5097 1.6480
N -1.0446 -1.3338 -1.7093
H 0.8526 -1.0706 -0.7835
H 0.0526 0.4071 -1.2096
H -0.3434 -1.0152 1.3005
H -1.9724 -0.6073 0.5256
H -1.1988 1.6206 0.1712
H -1.7024 1.2156 1.7116
H 1.0583 1.8493 0.9213
H 0.2855 2.3289 2.2458
H 0.8937 0.7301 2.2048
H -1.9569 -0.9087 -1.8929
H -1.2801 -2.2386 -1.2816
H -0.6385 -1.5263 -2.6308
H 1.4240 0.6578 -4.2084
H 0.5786 -0.5928 -4.4606
O 0.6493 0.1834 -3.8863
H 2.6801 -0.1335 3.6639
H 1.2574 -0.8790 3.6281
O 1.8474 -0.2463 3.2061
```

Energy above the lowest of the compared OMol25 structures with the same formula, charge and spin   30.1 kcal per mole
Orbital gap   0.43532 Ha
HOMO   -18.2 eV
E_tot   -383.28719 hartree
Net charge   +2



(5)
Here is a cluster of 2 separate species, C4H10N2O2 in total from the OMol25 dataset. Energies are from wB97M-V/def2-TZVPD.

The geometry in XYZ format:
```
18
C4H10N2O2 wB97M-V/def2-TZVPD
C -0.1154 -2.5052 -1.6149
C -0.9032 -1.9485 -0.4657
N -1.8142 -2.7791 0.1135
O -0.5862 -0.8919 0.0606
H -0.5085 -3.3973 -2.0951
H 0.8649 -2.6966 -1.2002
H 0.0496 -1.7606 -2.4046
H -2.3194 -2.4037 0.9051
H -2.3299 -3.4259 -0.4668
C -0.4448 2.1602 0.0539
C 0.9624 2.2601 0.5790
N 1.6309 1.0714 0.8028
O 1.5572 3.3078 0.7481
H -0.5976 2.9731 -0.6501
H -1.2354 2.2526 0.7976
H -0.4590 1.2341 -0.5052
H 2.4093 1.2667 1.4248
H 1.1407 0.1870 0.8941
```

Energy above the lowest of the compared OMol25 structures with the same formula, charge and spin   10.9 kcal per mole
Orbital gap   0.35722 Ha
HOMO   -9.2 eV
E_tot   -418.44352 hartree



(6)
Here is a structure of composition H10O5 in a non-equilibrium geometry from the OMol25 dataset. Energies are from wB97M-V/def2-TZVPD.

The geometry in XYZ format:
```
15
H10O5 wB97M-V/def2-TZVPD
H -1.1206 1.1779 -0.2229
H -0.9986 -0.0815 -1.0649
H -0.2822 0.4291 2.2467
H 0.8662 0.1393 3.1992
H 2.5368 -0.8249 -3.4705
H 3.4053 0.2428 -2.8258
H -3.9578 0.2661 2.1109
H -2.8046 0.3515 3.0972
H 1.5653 -0.4859 -1.3472
H 0.3650 -1.2162 -0.7676
O -0.6121 0.7934 -0.9458
O 0.6238 0.1011 2.2671
O 3.2175 -0.1737 -3.6744
O -3.4083 -0.2777 2.6865
O 0.6043 -0.4413 -1.2885
```

Energy above the lowest of the compared OMol25 structures with the same formula, charge and spin   107.0 kcal per mole
Orbital gap   0.32769 Ha
HOMO   -8.8 eV
E_tot   -382.05373 hartree



(7)
Here is a cluster of 5 separate species, C44H65F3N2O10 in total in a non-equilibrium geometry from the OMol25 dataset. Energies are from wB97M-V/def2-TZVPD.

The geometry in XYZ format:
```
124
C44H65F3N2O10 wB97M-V/def2-TZVPD
H -1.7355 0.6641 3.0356
N -1.5077 -0.1721 3.5849
C -0.5261 -0.7635 3.0561
C 0.1898 -0.2993 1.7702
C 0.4422 1.1884 1.7865
C 1.3041 1.7540 2.7173
C 2.0124 0.8652 3.7226
C 3.5582 0.7505 3.4389
C 3.9422 -0.5744 2.7215
O 5.0673 -1.1509 3.4004
C 1.5166 3.1299 2.7764
C 2.4292 3.7317 3.8346
C 1.7090 3.8975 5.1927
O 0.5546 4.7287 5.0485
C 0.8593 3.9682 1.8879
C 1.0122 5.4492 1.8808
C 2.1537 6.0806 1.4300
C 2.3070 7.4485 1.3776
N 1.3418 8.2681 1.7811
C 0.2563 7.6635 2.2295
C 0.0012 6.3129 2.2974
C -0.0001 3.4121 0.9574
C -0.1996 2.0462 0.9068
C -1.1790 1.5719 -0.1563
O -0.9894 0.6278 -0.8947
C -2.4295 2.4316 -0.2643
C -3.6816 1.8681 -0.4088
C -3.9930 0.3855 -0.4482
O -3.1432 -0.4188 0.3899
C -3.8162 -1.3319 1.1145
F -4.4048 -0.8000 2.1923
F -4.6983 -2.0407 0.4024
F -2.9012 -2.2095 1.5773
C -4.7505 2.7494 -0.5139
C -4.5528 4.0988 -0.4691
C -3.2939 4.6512 -0.3205
O -3.0796 5.9850 -0.2636
C -2.2156 3.7975 -0.2154
C -0.7864 4.2687 -0.0195
O -0.3105 5.2109 -0.6168
H -0.1413 -1.6989 3.4831
H 1.1172 -0.8675 1.6328
H -0.4669 -0.6010 0.9478
H 1.8824 1.2661 4.7309
H 1.6293 -0.1564 3.7560
H 4.1193 0.8580 4.3716
H 3.8045 1.5982 2.7904
H 3.1144 -1.2843 2.6935
H 4.2969 -0.3179 1.7142
H 5.8305 -0.6109 3.1750
H 3.3899 3.2249 3.9330
H 2.6448 4.7561 3.5085
H 1.3958 2.9393 5.6204
H 2.3654 4.4248 5.8924
H -0.1932 4.1434 4.8911
H 2.9701 5.4582 1.0600
H 3.2417 7.8527 0.9974
H -0.5383 8.3202 2.5934
H -0.9422 5.9158 2.6585
H -3.9548 0.0175 -1.4807
H -5.0295 0.2739 -0.1084
H -5.7554 2.3503 -0.6244
H -5.4342 4.7348 -0.5435
H -3.8679 6.4600 -0.5492
C -2.6653 0.1881 -6.6671
C -3.1744 0.4259 -5.2565
O -3.3026 -0.7578 -4.4883
C -2.1118 -1.5052 -4.2862
C -1.0210 -0.7292 -3.5694
H -3.3224 -0.5031 -7.1972
H -2.6249 1.1273 -7.2201
H -1.6637 -0.2443 -6.6716
H -4.1730 0.8627 -5.3071
H -2.5442 1.1535 -4.7325
H -1.7485 -1.9062 -5.2396
H -2.3955 -2.3667 -3.6794
H -0.6952 0.1429 -4.1399
H -0.1493 -1.3651 -3.4048
H -1.3817 -0.3737 -2.6075
C 7.5760 -1.9040 5.9548
C 7.5755 -0.8595 7.0581
O 6.2937 -0.3249 7.3378
C 5.3080 -1.2500 7.7614
C 5.6682 -1.9906 9.0382
H 7.1615 -1.4859 5.0372
H 8.5927 -2.2477 5.7581
H 6.9747 -2.7753 6.2161
H 8.1931 -0.0147 6.7507
H 8.0303 -1.2586 7.9716
H 5.0772 -1.9535 6.9538
H 4.4014 -0.6674 7.9310
H 6.5673 -2.5968 8.9201
H 4.8540 -2.6546 9.3314
H 5.8528 -1.2843 9.8494
C -0.7738 -4.3577 1.0313
C -0.9356 -4.2633 -0.4763
O -0.3574 -5.3445 -1.1859
C -0.8653 -6.6317 -0.8856
C -2.3525 -6.7839 -1.1569
H 0.2839 -4.4226 1.2985
H -1.2018 -3.4831 1.5087
H -1.2686 -5.2385 1.4432
H -0.4302 -3.3641 -0.8331
H -1.9919 -4.1525 -0.7466
H -0.6289 -6.9008 0.1501
H -0.3140 -7.3282 -1.5184
H -2.9522 -6.1118 -0.5415
H -2.6722 -7.8050 -0.9449
H -2.5741 -6.5579 -2.2014
C -1.4868 -3.4302 -11.5923
C -1.5564 -2.3512 -10.5248
O -2.8697 -1.8954 -10.2557
C -3.7887 -2.8689 -9.7923
C -3.3722 -3.5363 -8.4930
H -1.9296 -3.0734 -12.5239
H -0.4493 -3.7093 -11.7808
H -2.0259 -4.3318 -11.2980
H -0.9988 -1.4779 -10.8648
H -1.0732 -2.6868 -9.6004
H -3.9757 -3.6161 -10.5717
H -4.7320 -2.3434 -9.6373
H -2.4341 -4.0838 -8.5958
H -4.1363 -4.2432 -8.1673
H -3.2311 -2.7899 -7.7096
```

Orbital gap   0.32024 Ha
HOMO   -9.4 eV
E_tot   -2877.01148 hartree



(8)
Here is a cluster of 2 separate species, C2H3NO3P in total in a non-equilibrium geometry from the OMol25 dataset. Energies are from wB97M-V/def2-TZVPD.

The geometry in XYZ format:
```
10
C2H3NO3P wB97M-V/def2-TZVPD
C 0.1470 -1.6850 -1.2753
C 0.1307 -0.8960 -0.2382
N -0.7488 0.1309 -0.1160
O 0.5393 3.2308 1.1206
O -1.1015 0.7483 -1.1015
O -0.3599 1.6897 2.9175
P 0.2727 1.8443 1.5280
H 0.8752 -2.5098 -1.2665
H -0.1945 -1.2191 -2.2755
H 0.4399 -1.3341 0.7067
```

Energy above the lowest of the compared OMol25 structures with the same formula, charge and spin   109.2 kcal per mole
Orbital gap (spin up / spin down)   0.24420 / 0.24431 Ha
HOMO (spin up / spin down)   -3.8 / -3.8 eV
E_tot   -699.81171 hartree
Net charge   -1



(9)
Here is a cluster of 5 separate species, C29H67N3O9P in total in a non-equilibrium geometry from the OMol25 dataset. Energies are from wB97M-V/def2-TZVPD.

The geometry in XYZ format:
```
109
C29H67N3O9P wB97M-V/def2-TZVPD
C 3.3324 -2.4013 1.4965
C 2.8007 -1.2532 0.6914
O 1.6475 -0.9398 0.6779
O 3.7529 -0.6397 -0.0208
C 3.3611 0.5869 -0.6559
C 3.4009 1.7656 0.3022
C 2.6980 2.9982 -0.2774
C 1.2660 3.1835 0.2519
C 0.2825 2.2637 -0.4796
C -1.2111 2.6252 -0.4064
N -1.9444 1.9607 0.6935
P -1.8944 2.7968 2.1570
N -2.7426 4.0735 2.4854
C -3.2812 1.4466 0.2879
O -4.0670 1.4065 1.4843
C -3.1642 -0.0022 -0.2128
C -2.5881 -0.2418 -1.6154
C -1.0827 -0.6097 -1.6358
N -0.7790 -1.9627 -2.1655
C -4.0639 2.3616 -0.7149
O -3.9225 3.5760 -0.6044
O -4.7780 1.7215 -1.5081
H 2.9005 -2.3184 2.4893
H 2.9491 -3.3195 1.0573
H 4.4159 -2.4002 1.5191
H 2.4006 0.4959 -1.1553
H 4.1034 0.7483 -1.4392
H 4.4364 1.9806 0.5670
H 2.9131 1.4526 1.2278
H 2.6991 2.9580 -1.3678
H 3.2707 3.8819 0.0092
H 0.9422 4.2144 0.1237
H 1.3041 2.9037 1.3020
H 0.5407 2.3395 -1.5422
H 0.4294 1.2230 -0.2012
H -1.3130 3.7075 -0.3023
H -1.6539 2.3337 -1.3505
H -2.1028 1.7642 3.0783
H -0.5269 3.0688 2.2894
H -2.1161 4.8511 2.6617
H -3.8051 0.6094 1.9608
H -2.4796 -0.4845 0.4966
H -4.1404 -0.4603 -0.0927
H -3.1136 -1.0988 -2.0353
H -2.7603 0.6152 -2.2543
H -0.6651 -0.5880 -0.6338
H -0.5496 0.0885 -2.2802
H -0.9392 -2.6327 -1.4252
H -1.4098 -2.1738 -2.9272
C -9.1356 2.0605 -4.3565
C -9.8404 1.9138 -3.0165
O -9.1245 1.1599 -2.0676
C -7.8365 1.6781 -1.7126
C -7.8603 3.0658 -1.1076
H -8.9153 1.0792 -4.7795
H -9.7697 2.6094 -5.0558
H -8.1942 2.6016 -4.2630
H -10.7830 1.3803 -3.1593
H -10.0960 2.9022 -2.6133
H -7.1609 1.6533 -2.5689
H -7.4272 0.9786 -0.9874
H -8.2464 3.8161 -1.8020
H -6.8457 3.3554 -0.8310
H -8.4941 3.0826 -0.2165
C -10.8774 3.0832 3.7111
C -9.6884 3.3561 4.6184
O -8.7732 2.2854 4.7120
C -8.1680 1.8832 3.4881
C -7.3767 2.9718 2.7894
H -11.4127 2.1914 4.0413
H -11.5643 3.9306 3.7304
H -10.5733 2.9261 2.6759
H -10.0397 3.5221 5.6382
H -9.1760 4.2742 4.3084
H -8.9226 1.4632 2.8129
H -7.5017 1.0641 3.7574
H -8.0099 3.8078 2.4864
H -6.9049 2.5725 1.8919
H -6.5965 3.3640 3.4420
C 7.2295 -1.2159 -2.2207
C 6.6400 -1.7215 -0.9151
O 7.4672 -2.6526 -0.2328
C 8.7438 -2.1856 0.1533
C 8.7114 -0.9939 1.0957
H 7.4470 -2.0493 -2.8905
H 6.5216 -0.5486 -2.7130
H 8.1568 -0.6612 -2.0671
H 5.7123 -2.2528 -1.1194
H 6.3795 -0.8883 -0.2566
H 9.3559 -1.9614 -0.7288
H 9.2176 -3.0312 0.6546
H 8.2587 -0.1171 0.6316
H 9.7255 -0.7254 1.3936
H 8.1356 -1.2316 1.9911
C 12.1753 -6.8099 -0.3683
C 11.1616 -7.6046 -1.1746
O 10.0419 -8.0407 -0.4297
C 9.2547 -7.0211 0.1629
C 8.6570 -6.0355 -0.8249
H 12.5257 -7.3925 0.4847
H 13.0321 -6.5557 -0.9931
H 11.7554 -5.8784 0.0132
H 11.6280 -8.5169 -1.5474
H 10.8402 -7.0341 -2.0537
H 9.8310 -6.4919 0.9312
H 8.4542 -7.5471 0.6826
H 9.4252 -5.4738 -1.3590
H 8.0269 -5.3133 -0.3048
H 8.0508 -6.5570 -1.5669
```

Orbital gap   0.24425 Ha
HOMO   -4.9 eV
E_tot   -2327.91847 hartree
Net charge   -1